{
  "formula": "C45H112BeN7O15",
  "method": "wB97M-V/def2-TZVPD",
  "charge": 1,
  "orbital_gap_ev": 2.17,
  "lumo_energy_ev": -7.24,
  "species": ["Be", "C", "C", "C", "O", "H", "H", "H", "H", "H", "H", "H", "C", "O", "C", "C", "N", "C", "C", "O", "C", "H", "H", "H", "H", "H", "H", "H", "H", "H", "H", "H", "H", "H", "H", "H", "C", "O", "C", "C", "N", "C", "C", "O", "C", "H", "H", "H", "H", "H", "H", "H", "H", "H", "H", "H", "H", "H", "H", "H", "C", "O", "C", "C", "N", "C", "C", "O", "C", "H", "H", "H", "H", "H", "H", "H", "H", "H", "H", "H", "H", "H", "H", "H", "C", "O", "C", "C", "N", "C", "C", "O", "C", "H", "H", "H", "H", "H", "H", "H", "H", "H", "H", "H", "H", "H", "H", "H", "C", "O", "C", "C", "N", "C", "C", "O", "C", "H", "H", "H", "H", "H", "H", "H", "H", "H", "H", "H", "H", "H", "H", "H", "C", "O", "C", "C", "N", "C", "C", "O", "C", "H", "H", "H", "H", "H", "H", "H", "H", "H", "H", "H", "H", "H", "H", "H", "C", "O", "C", "C", "N", "C", "C", "O", "C", "H", "H", "H", "H", "H", "H", "H", "H", "H", "H", "H", "H", "H", "H", "H"],
  "coordinates": [[-5.06, 4.19, 1.83], [-0.53, -0.83, 0.28], [-0.49, 0.66, 0.62], [0.30, 1.53, -0.44], [-1.68, 1.32, 0.94], [-1.06, -0.97, -0.66], [-1.14, -1.30, 1.04], [0.50, -1.19, 0.18], [0.08, 0.68, 1.55], [-0.09, 1.37, -1.45], [1.35, 1.24, -0.47], [0.32, 2.61, -0.29], [11.12, 5.15, -4.24], [9.76, 4.90, -4.30], [8.87, 5.99, -4.64], [7.40, 5.48, -4.81], [6.93, 4.97, -3.50], [5.51, 4.65, -3.48], [5.21, 3.37, -4.20], [5.70, 2.12, -3.68], [5.35, 0.96, -4.35], [11.60, 4.28, -3.78], [11.26, 6.02, -3.61], [11.38, 5.27, -5.29], [9.14, 6.42, -5.60], [8.95, 6.83, -3.96], [7.31, 4.75, -5.62], [6.84, 6.34, -5.17], [7.50, 4.14, -3.41], [4.89, 5.48, -3.84], [5.25, 4.53, -2.43], [5.59, 3.47, -5.21], [4.12, 3.34, -4.24], [4.26, 0.93, -4.26], [5.83, 0.11, -3.86], [5.61, 0.84, -5.41], [-0.22, -4.33, 7.98], [-1.06, -3.25, 7.61], [-1.75, -3.35, 6.38], [-2.56, -1.98, 6.19], [-3.24, -1.53, 7.36], [-4.07, -2.61, 8.04], [-5.41, -2.96, 7.40], [-6.42, -3.31, 8.37], [-7.57, -3.89, 7.85], [0.41, -4.00, 8.81], [0.45, -4.67, 7.19], [-0.88, -5.14, 8.28], [-2.42, -4.21, 6.35], [-1.03, -3.41, 5.56], [-3.25, -2.16, 5.36], [-1.87, -1.18, 5.89], [-2.52, -1.31, 8.04], [-4.31, -2.18, 9.01], [-3.58, -3.58, 8.11], [-5.25, -3.81, 6.74], [-5.69, -2.08, 6.81], [-8.29, -4.15, 8.62], [-7.29, -4.82, 7.35], [-8.07, -3.20, 7.17], [-8.66, 5.20, 2.74], [-7.81, 4.21, 3.32], [-8.29, 3.74, 4.54], [-7.39, 2.62, 5.02], [-5.95, 2.94, 5.09], [-5.66, 3.96, 6.09], [-4.15, 4.31, 6.07], [-3.75, 4.66, 4.81], [-2.35, 4.85, 4.61], [-8.29, 5.44, 1.74], [-8.65, 6.13, 3.32], [-9.70, 4.91, 2.61], [-9.28, 3.29, 4.43], [-8.18, 4.59, 5.21], [-7.56, 1.82, 4.29], [-7.68, 2.15, 5.96], [-5.39, 2.12, 5.30], [-5.90, 3.68, 7.11], [-6.12, 4.91, 5.80], [-3.50, 3.47, 6.35], [-3.92, 5.18, 6.68], [-1.71, 4.01, 4.91], [-2.00, 5.79, 5.05], [-2.23, 4.87, 3.53], [6.20, -11.41, -1.10], [5.17, -10.79, -1.89], [3.87, -11.38, -1.72], [2.90, -10.41, -2.46], [3.20, -9.04, -2.10], [2.54, -8.69, -0.82], [2.94, -7.26, -0.41], [4.34, -7.04, -0.41], [4.60, -5.66, -0.05], [6.35, -12.45, -1.37], [5.92, -11.36, -0.05], [7.14, -10.88, -1.26], [3.62, -11.62, -0.69], [3.87, -12.37, -2.17], [1.89, -10.79, -2.31], [3.16, -10.54, -3.52], [4.19, -8.95, -1.94], [2.81, -9.41, -0.04], [1.45, -8.70, -0.82], [2.54, -7.07, 0.59], [2.55, -6.53, -1.11], [5.66, -5.42, -0.16], [4.43, -5.57, 1.02], [3.98, -4.95, -0.61], [-2.84, 6.26, -0.26], [-3.52, 5.06, -0.58], [-3.60, 4.79, -1.99], [-4.74, 3.79, -2.29], [-5.93, 4.02, -1.52], [-7.01, 3.08, -1.76], [-6.69, 1.68, -1.28], [-6.26, 1.67, 0.02], [-5.79, 0.36, 0.48], [-1.78, 6.08, -0.37], [-2.95, 6.50, 0.80], [-3.25, 7.07, -0.87], [-2.68, 4.37, -2.39], [-3.85, 5.70, -2.53], [-4.41, 2.77, -2.08], [-5.06, 3.85, -3.33], [-6.17, 4.90, -1.94], [-7.37, 3.03, -2.79], [-7.89, 3.44, -1.22], [-5.91, 1.23, -1.90], [-7.44, 0.93, -1.52], [-5.49, 0.42, 1.52], [-4.94, 0.07, -0.14], [-6.57, -0.39, 0.51], [5.58, -1.00, 4.09], [6.53, -0.71, 3.11], [5.98, 0.24, 2.26], [7.02, 0.52, 1.21], [8.24, 1.06, 1.85], [9.37, 1.32, 0.89], [9.60, 0.27, -0.28], [9.70, -1.08, 0.15], [10.07, -1.97, -0.88], [4.69, -1.47, 3.69], [5.17, -0.24, 4.76], [6.04, -1.73, 4.76], [5.65, 1.18, 2.70], [5.06, -0.17, 1.84], [6.53, 1.21, 0.52], [7.23, -0.42, 0.70], [8.44, 0.62, 2.74], [10.35, 1.52, 1.34], [9.22, 2.26, 0.37], [10.50, 0.52, -0.85], [8.78, 0.39, -0.98], [10.04, -2.94, -0.38], [11.10, -1.82, -1.22], [9.36, -1.99, -1.70], [-7.01, 1.81, -7.45], [-5.95, 2.69, -7.85], [-4.98, 2.18, -8.84], [-4.06, 1.06, -8.35], [-3.43, 1.49, -7.11], [-2.20, 0.72, -6.84], [-2.61, -0.67, -6.41], [-3.60, -0.67, -5.34], [-3.92, -2.05, -4.98], [-7.52, 1.34, -8.29], [-7.75, 2.47, -6.99], [-6.64, 1.03, -6.78], [-4.33, 3.02, -9.09], [-5.44, 1.90, -9.79], [-3.36, 0.76, -9.13], [-4.64, 0.22, -7.97], [-4.12, 1.25, -6.41], [-1.61, 1.16, -6.03], [-1.55, 0.65, -7.71], [-1.75, -1.20, -6.01], [-2.89, -1.27, -7.27], [-3.04, -2.49, -4.52], [-4.28, -2.67, -5.80], [-4.64, -2.10, -4.17]]
}